(1)
This record from the Open Molecules 2025 dataset describes a molecular structure, C11H7AuCl3FN3O at a distorted geometry. The level of theory is wB97M-V/def2-TZVPD.

Properties
Max |F| = 18.6 eV Å⁻¹
Total energy = -61996.14429 eV
Total charge = -1

Each line ends with the Mulliken charge.
Element x y z (Å)
Au  -0.8430  -0.3426  -1.7691  0.973
O  -1.9537  1.0040  -1.1340  -0.574
C  -1.0934  1.9819  -0.2764  0.422
C  -1.3714  3.2513  -0.1017  -0.412
C  -0.7492  4.1470  1.0022  -0.195
C  0.3083  4.2160  1.8215  -0.456
C  0.4396  2.1917  1.8119  -1.224
C  0.0214  1.4378  0.8048  -0.359
C  0.3921  0.3018  1.0054  1.676
N  0.4350  -0.6831  -0.0185  -0.411
C  0.6424  -1.9347  0.0889  0.288
C  1.5204  -1.5998  1.3574  -0.728
N  0.9543  -0.4412  1.8703  0.048
H  -1.9244  3.9131  -0.9026  0.281
H  -0.8403  5.6311  0.7526  0.100
H  0.7325  4.4011  2.7987  0.345
H  1.0024  2.0910  2.5909  0.462
H  1.1551  -2.7088  -0.3031  0.421
H  1.7766  -2.3769  2.2113  0.242
H  1.1033  -0.1498  2.6977  -0.094
Cl  1.7767  -5.1988  -1.9190  -0.097
C  0.2851  -4.3849  -2.2741  0.286
Cl  -1.0052  -5.0827  -3.3428  -0.211
Cl  -0.6064  -4.6110  0.2305  -0.623
C  0.1045  -3.1584  -3.0170  -0.016
N  0.1356  -1.8198  -2.7472  -0.460
F  -2.3982  -0.0750  -3.2387  -0.685

***

(2)
This record from the Open Molecules 2025 dataset describes C11H7ClO3 in the gas phase at a distorted geometry. The level of theory is wB97M-V/def2-TZVPD.

Properties
Max |F| = 4.5 eV Å⁻¹
Energy above the lowest of the compared OMol25 structures with the same formula, charge and spin = 0.00 kcal per mole

Each line ends with the Mulliken charge.
Element x y z (Å)
C  1.6668  0.0221  -2.2076  -1.394
C  1.6826  0.7391  -0.8668  0.418
C  0.8423  0.6748  0.2107  0.375
C  -0.3754  -0.0989  0.3799  0.338
C  -0.5968  -0.7866  1.5629  -0.213
C  -1.7699  -1.4895  1.8288  -0.952
C  -2.8001  -1.4378  0.8865  0.564
Cl  -4.2828  -2.2491  1.1442  -0.208
C  -2.6753  -0.6956  -0.2729  -0.860
C  -1.4505  -0.0541  -0.5255  -0.194
C  1.4497  1.5037  1.2347  0.210
O  0.8932  1.7670  2.2859  -0.546
O  2.6634  1.9491  0.8231  -0.287
C  2.8165  1.5535  -0.4332  0.468
O  3.7526  1.8179  -1.1747  -0.575
H  0.7781  -0.5888  -2.2259  0.400
H  1.5612  0.8225  -2.9315  0.324
H  2.5750  -0.5285  -2.4060  0.362
H  0.1245  -0.7996  2.3424  0.420
H  -1.9369  -2.0338  2.7356  0.424
H  -3.4749  -0.6078  -0.9884  0.402
H  -1.4431  0.5204  -1.4023  0.524

***

(3)
This record from the Open Molecules 2025 dataset describes a molecular structure, C11H7EuN2O6 at a distorted geometry. The level of theory is wB97M-V/def2-TZVPD.

Properties
Max |F| = 2.6 eV Å⁻¹
Spin multiplicity = 8
Total energy = -46102.99826 eV
Total charge = +1
⟨S²⟩ = 15.768

Each line ends with the Mulliken charge.
Element x y z (Å)
O  -2.1125  2.3996  -2.6612  -0.138
C  -1.4125  1.8285  -1.9631  0.112
Eu  -0.6304  -0.1705  -0.0570  1.076
O  -4.1741  0.3529  -1.4054  -0.135
C  -3.1550  0.1138  -0.9304  0.039
C  1.7364  1.1044  -0.4702  0.034
O  2.8772  1.1271  -0.1717  -0.276
C  -0.6615  2.1480  1.3872  0.135
O  -0.6492  3.0358  2.1008  -0.144
C  0.3771  -0.9865  -2.4541  0.115
O  0.8492  -1.4851  -3.3594  -0.122
H  1.2789  1.8689  -1.2112  0.242
N  1.5314  -4.8895  5.6452  -0.321
C  0.9112  -5.1651  4.4585  0.332
O  0.5515  -6.3042  4.1793  -0.594
C  0.6621  -3.9998  3.5211  0.865
C  0.9903  -2.6669  3.8113  -0.521
C  0.6942  -1.6632  2.8756  -0.462
N  0.0772  -1.9367  1.6933  -0.403
C  -0.2124  -3.2282  1.3906  -0.032
C  0.0589  -4.2695  2.2757  -0.693
H  1.7433  -5.6630  6.2551  0.249
H  1.9779  -4.0163  5.8536  0.160
H  1.4650  -2.3937  4.7477  0.272
H  0.9738  -0.6197  3.0858  0.371
H  -0.6541  -3.4132  0.4071  0.391
H  -0.2023  -5.2858  1.9943  0.447

***

(4)
This record from the Open Molecules 2025 dataset describes a molecular structure, C11H7GaN2O6 at a distorted geometry. The level of theory is wB97M-V/def2-TZVPD.

Properties
Max |F| = 7.4 eV Å⁻¹
Total charge = +2
Energy above the lowest of the compared OMol25 structures with the same formula, charge and spin = 108.35 kcal per mole

Each line ends with the Mulliken charge.
Element x y z (Å)
O  3.8056  -3.1296  -2.2042  -0.369
C  2.7210  -2.7770  -1.9105  0.637
Ga  1.1838  -2.2036  -1.4891  0.006
C  0.2420  -1.9351  0.2960  0.429
O  -0.0660  -2.1946  1.4013  -0.266
C  5.0897  -0.4954  -0.9822  0.444
O  4.0608  0.0217  -0.8858  -0.055
C  0.3019  -1.0235  -2.9681  0.497
O  -0.0895  -0.3080  -3.7780  -0.156
C  2.6142  -3.2365  0.9332  0.070
O  3.6372  -3.5200  1.3384  -0.124
H  6.0057  -0.9981  -0.9068  0.477
N  -4.2219  2.4805  1.3075  -0.381
C  -2.8913  2.7406  1.5407  0.207
O  -2.5019  3.6668  2.2416  -0.544
C  -1.9409  1.8178  0.8472  0.811
C  -2.3185  1.0125  -0.2320  -1.161
C  -1.4552  0.0077  -0.6597  -0.032
N  -0.2580  -0.1633  -0.0966  -0.083
C  0.1782  0.6716  0.8600  -0.092
C  -0.6336  1.6851  1.3452  -0.772
H  -4.8724  2.9924  1.8834  0.265
H  -4.5395  1.5803  0.9750  0.205
H  -3.2589  1.1396  -0.7629  0.506
H  -1.7220  -0.6668  -1.4696  0.560
H  1.1683  0.4884  1.2621  0.443
H  -0.2385  2.3462  2.1136  0.479

***

(5)
This record from the Open Molecules 2025 dataset describes a molecular structure, C11H7NO2 at a distorted geometry. The level of theory is wB97M-V/def2-TZVPD.

Properties
Max |F| = 4.9 eV Å⁻¹
Energy above the lowest of the compared OMol25 structures with the same formula, charge and spin = 48.77 kcal per mole

Each line ends with the Mulliken charge.
Element x y z (Å)
C  -3.2753  0.4149  -0.2854  -0.760
C  -3.1272  -0.8867  0.1874  -0.072
C  -2.2039  1.2769  -0.1245  -0.358
C  -1.9185  -1.4382  0.4621  -0.636
C  -0.9542  0.7929  0.2741  0.151
C  -0.8326  -0.5782  0.4746  0.487
C  0.2616  1.5415  0.4787  0.335
C  0.6111  -1.1507  0.5560  0.328
C  2.8294  0.1398  -0.0211  -0.127
C  1.5129  0.0076  0.5766  1.031
C  3.6766  0.0628  -1.2507  -1.016
N  2.7753  0.0281  1.2406  -0.711
O  0.5762  2.6682  0.5963  -0.510
O  0.9792  -2.2820  0.6987  -0.583
H  -4.2438  0.7839  -0.4119  0.388
H  -3.9983  -1.4879  0.4862  0.331
H  -2.3291  2.3475  -0.1872  0.427
H  -1.8931  -2.4569  0.8977  0.338
H  4.2130  -0.8346  -1.3713  0.313
H  4.4455  0.7981  -1.2807  0.360
H  2.8953  0.2529  -1.9960  0.287